Entry i
Formula: CH4Cl2O2SSi
Source: the OMol25 dataset
Level of theory: ωB97M-V/def2-TZVPD

Last column: natural (NBO) charge in e.
Element x y z (Å)
C  -1.468  0.561  -0.108  -0.810
O  -2.255  -1.596  -0.970  -0.893
O  1.528  1.562  0.991  -1.172
Si  2.282  0.501  0.286  1.715
S  -0.933  -1.108  -0.741  1.304
Cl  -0.088  -2.043  1.034  -0.327
Cl  4.081  -0.181  0.731  -0.352
H  -1.853  1.010  -0.938  0.225
H  -2.307  0.208  0.477  0.247
H  -0.779  1.326  0.244  0.271
H  1.792  -0.240  -1.005  -0.209

Summary:
HOMO energy = -10.202 eV
Orbital gap = 9.82 eV
LUMO = -0.3835 eV



Entry ii
Formula: CH4Cl2O2SSi
Source: the OMol25 dataset
Level of theory: ωB97M-V/def2-TZVPD

Last column: natural (NBO) charge in e.
Element x y z (Å)
C  -0.304  0.231  -1.816  -0.834
O  -1.737  1.692  -0.264  -0.821
O  -0.833  -0.650  1.188  -1.155
Si  0.699  -0.449  1.670  1.522
S  -1.679  0.331  -0.583  1.525
Cl  2.141  -1.046  0.268  -0.417
Cl  0.976  -1.593  3.290  -0.377
H  -0.099  -0.760  -2.185  0.251
H  -0.657  0.889  -2.541  0.242
H  0.543  0.385  -1.264  0.258
H  0.949  0.969  2.239  -0.195

Summary:
HOMO energy = -10.887 eV
Orbital gap = 9.30 eV
LUMO = -1.5886 eV



Stability ranking, top and bottom: entry ii is the most stable and entry i is the least stable.